The following is a quantum chemistry calculation of a molecular structure, C42H93AsF6N7O11SV at a distorted geometry, from the OMol25 dataset.

E: -191672.3597 eV
2S+1: 2
Charge: +1

Positions of all 162 atoms, in Å:
O: 6.9897 -5.2478 20.3117
V: 7.2292 -3.7332 20.5377
As: 8.1133 0.1145 21.2892
F: 6.9252 -0.2746 22.4485
F: 8.1363 -1.6994 20.6883
F: 9.1313 -3.8646 20.6963
F: 8.1526 1.6891 21.9079
F: 9.4010 -0.4097 22.3537
F: 6.8705 0.2907 20.0850
C: 13.0499 -5.0069 26.6310
C: 14.4675 -4.3575 26.8300
C: 14.2995 -2.7596 26.9500
C: 15.5228 -2.0675 27.5366
C: 15.8936 -2.6494 28.8961
C: 16.1600 -4.1399 28.7368
N: 15.0242 -4.8090 28.0983
O: 15.3331 -6.1991 27.8951
C: 17.4914 -4.3972 28.0962
C: 16.3189 -4.7429 30.1029
C: 15.3397 -4.6520 25.6319
H: 12.5778 -4.6866 25.6988
H: 12.4187 -4.5857 27.4564
H: 13.1196 -6.0559 26.7320
H: 13.9407 -2.4116 25.9529
H: 13.4422 -2.5163 27.6093
H: 15.2380 -1.0584 27.8212
H: 16.3599 -2.0939 26.8386
H: 15.1231 -2.4921 29.5579
H: 16.7714 -2.2629 29.2810
H: 18.2524 -3.8541 28.6074
H: 17.7002 -5.4378 28.1719
H: 17.3581 -4.1665 27.0592
H: 16.5279 -5.7908 29.9537
H: 17.2922 -4.3199 30.4486
H: 15.5765 -4.6108 30.8422
H: 14.6945 -4.3864 24.7778
H: 15.4986 -5.7239 25.5408
H: 16.3285 -4.0922 25.6701
H: 14.5950 -6.5867 28.3955
C: 6.7764 -1.0709 27.9490
C: 6.9943 0.0737 26.9065
C: 6.7312 1.4859 27.3871
C: 7.6394 2.0078 28.4788
C: 9.0631 1.8071 27.9986
C: 9.4507 0.4843 27.4214
N: 8.3934 0.1971 26.4374
O: 8.6929 -1.0214 25.8098
C: 10.8138 0.7123 26.6372
C: 9.7634 -0.4760 28.6044
C: 6.1203 -0.0299 25.6544
H: 6.7571 -0.7729 28.9483
H: 7.5529 -1.8378 27.8319
H: 5.7411 -1.4689 27.7669
H: 6.8374 2.1634 26.5449
H: 5.5966 1.5581 27.5866
H: 7.4664 1.4585 29.4130
H: 7.5191 3.0475 28.6834
H: 9.8211 2.0861 28.8110
H: 9.2328 2.5879 27.2741
H: 11.2135 -0.2044 26.2224
H: 10.6604 1.5113 25.9236
H: 11.6207 1.0138 27.3239
H: 10.1727 -1.4963 28.2641
H: 10.5833 -0.0319 29.1704
H: 8.9436 -0.5311 29.3860
H: 5.0341 -0.1388 25.9153
H: 6.4620 -0.8400 25.0338
H: 6.1639 0.8415 25.0171
H: 9.0742 -0.7690 24.9958
C: 10.9505 -5.9819 18.0781
C: 12.5339 -5.9080 18.1045
C: 12.8810 -4.4661 18.4977
C: 14.3172 -4.2746 19.0140
C: 14.5086 -5.1579 20.2051
C: 14.1968 -6.6427 19.8079
N: 12.8783 -6.7527 19.2864
O: 12.4370 -8.1233 18.9929
C: 15.3258 -7.2340 18.8717
C: 14.2250 -7.4236 21.1277
C: 13.2037 -6.2578 16.7237
H: 10.6043 -6.0282 19.1157
H: 10.5383 -6.8289 17.5602
H: 10.4237 -5.0989 17.6501
H: 12.8377 -3.8974 17.5711
H: 12.2389 -4.0628 19.2715
H: 14.3886 -3.2347 19.2511
H: 15.0260 -4.5038 18.2197
H: 13.7808 -4.8505 20.9186
H: 15.5429 -5.1300 20.6167
H: 16.2258 -7.3655 19.4108
H: 15.0867 -8.2164 18.4877
H: 15.4895 -6.5997 17.9815
H: 13.6877 -8.3734 21.0247
H: 15.1373 -7.4695 21.6831
H: 13.5896 -6.9641 21.8852
H: 12.5887 -5.8346 15.9224
H: 13.3827 -7.3114 16.7270
H: 14.1980 -5.9075 16.7940
H: 11.6026 -8.1990 19.5312
O: 12.9077 -1.3248 16.4096
S: 14.1297 -0.6474 16.0915
O: 14.8679 -1.0791 14.9468
O: 13.7465 0.9933 16.0842
C: 14.4951 1.8073 15.1132
C: 13.8542 3.1559 14.8542
C: 15.2567 -0.5902 17.4254
H: 14.5446 1.2267 14.2440
H: 15.4751 1.8077 15.5587
H: 14.5472 3.7403 14.2137
H: 13.6123 3.6761 15.7797
H: 12.9480 3.0378 14.2962
H: 14.7467 -0.1540 18.2527
H: 16.0787 0.0573 17.1517
H: 15.6380 -1.5560 17.6560
C: 4.5540 -2.2246 19.8984
O: 5.4454 -2.6821 20.6334
N: 3.3063 -1.9991 20.3070
C: 2.8771 -2.1474 21.7061
C: 2.1879 -1.7546 19.3689
H: 4.7575 -1.9040 18.8172
H: 2.5549 -3.1236 21.8928
H: 1.9448 -1.6420 21.8920
H: 3.8246 -1.7822 22.2091
H: 1.8597 -2.8006 19.0848
H: 1.4547 -1.1314 19.8741
H: 2.5157 -1.1977 18.5041
C: 8.3325 3.8959 24.5581
O: 7.1762 4.1074 24.8005
N: 9.3680 4.7445 24.9371
C: 10.7303 4.6019 24.5832
C: 9.0897 6.0550 25.4395
H: 8.7692 2.9414 24.0661
H: 10.8571 3.9109 23.7533
H: 11.3743 4.2808 25.4523
H: 11.1020 5.5449 24.2388
H: 9.2891 6.7051 24.5725
H: 8.0482 6.1958 25.6683
H: 9.8361 6.2682 26.2475
C: 7.7619 -4.0331 23.2181
O: 6.8473 -3.6539 22.4290
N: 7.5977 -4.1819 24.4977
C: 8.5048 -4.8435 25.4608
C: 6.3337 -3.9210 25.1944
H: 8.8416 -4.1484 22.8664
H: 8.9288 -4.0621 26.1533
H: 9.4159 -5.3889 25.1528
H: 7.8515 -5.6439 25.9097
H: 6.6007 -3.4495 26.2041
H: 5.6275 -3.2800 24.6168
H: 5.7617 -4.8418 25.3479
C: 8.3433 -3.1466 17.8598
O: 7.2447 -3.3966 18.4322
N: 8.5180 -3.0157 16.5807
C: 9.7543 -2.7571 15.8898
C: 7.2990 -3.2784 15.8248
H: 9.2996 -3.0386 18.4890
H: 10.1460 -3.6166 15.2653
H: 10.4751 -2.6729 16.7054
H: 9.6299 -1.8220 15.3774
H: 7.2924 -3.3173 14.6739
H: 6.8926 -4.2431 16.1232
H: 6.5015 -2.6139 16.0203

***

The following is a quantum chemistry calculation of 11 unconnected molecules or ions with the total composition C42H93N3O8 at a distorted geometry, from the OMol25 dataset.

E: -65906.1202 eV
Energy relative to the best compared isomer or geometry (same formula, charge and spin): 92.7 kcal per mole
SMILES: CCN(CC)CC.CCN(CC)CC.CCN(CC)CC.CC(C)=O.CC(C)=O.CC(C)=O.CC(C)=O.CC(C)=O.CC(C)=O.CC(C)=O.CC(C)=O

Positions of all 146 atoms, in Å:
C: -2.7773 -21.4979 7.7851
C: -2.9307 -22.7021 6.9076
N: -3.5203 -23.7603 7.7611
C: -2.3580 -24.4123 8.4815
C: -3.0376 -24.9153 9.7745
C: -4.0603 -24.6740 6.7280
C: -5.4439 -24.3149 6.2276
H: -1.9101 -21.4762 8.4451
H: -3.6688 -21.2101 8.3423
H: -2.5498 -20.6654 7.1192
H: -3.5181 -22.4492 6.0250
H: -1.9861 -22.9510 6.4241
H: -1.8246 -25.1732 7.9117
H: -1.6599 -23.5903 8.6402
H: -2.2197 -25.1730 10.4473
H: -3.6435 -24.1592 10.2737
H: -3.6396 -25.8193 9.6823
H: -4.0317 -25.6816 7.1429
H: -3.3547 -24.8287 5.9118
H: -6.0746 -24.2456 7.1139
H: -5.8559 -25.1739 5.6981
H: -5.4871 -23.3949 5.6446
C: 1.2359 -13.4713 8.5250
C: 2.0256 -14.6044 7.9548
N: 3.3707 -14.2984 7.4766
C: 3.9929 -15.3762 6.6805
C: 5.3915 -15.1098 6.0220
C: 4.2237 -13.8010 8.5831
C: 4.3711 -14.7244 9.8489
H: 1.7878 -13.1590 9.4115
H: 0.2296 -13.7714 8.8172
H: 1.2166 -12.6297 7.8326
H: 2.0916 -15.4015 8.6954
H: 1.3648 -14.9326 7.1525
H: 3.9176 -16.2601 7.3138
H: 3.2913 -15.6966 5.9103
H: 6.1776 -14.9617 6.7624
H: 5.7275 -15.7873 5.2371
H: 5.2561 -14.1649 5.4957
H: 3.8589 -12.8107 8.8556
H: 5.1651 -13.6155 8.0658
H: 5.0170 -14.2507 10.5882
H: 4.8832 -15.6477 9.5778
H: 3.5026 -14.9067 10.4818
C: 4.5914 -16.0501 17.1818
C: 4.5071 -14.5819 17.5377
N: 3.6091 -13.7640 16.6426
C: 2.1559 -14.0231 16.6192
C: 1.3982 -13.7239 17.9273
C: 3.9891 -12.3808 16.8646
C: 3.3339 -11.4029 15.9168
H: 4.9359 -16.1757 16.1554
H: 3.5856 -16.4703 17.1726
H: 5.3060 -16.5902 17.8029
H: 4.1706 -14.4526 18.5664
H: 5.5025 -14.1381 17.5489
H: 1.8081 -13.4831 15.7385
H: 2.0217 -15.0614 16.3157
H: 1.8600 -14.0899 18.8444
H: 1.2634 -12.6535 18.0829
H: 0.4133 -14.1758 17.8097
H: 5.0699 -12.3008 16.7479
H: 3.7666 -11.9748 17.8514
H: 2.2721 -11.3735 16.1614
H: 3.4229 -11.6916 14.8695
H: 3.6854 -10.3817 16.0640
C: 3.4487 -24.6174 4.6231
C: 3.4887 -23.2097 4.2015
C: 3.1698 -22.8158 2.8258
O: 3.6632 -22.4063 5.1025
H: 3.9437 -25.1266 3.7962
H: 2.3806 -24.8254 4.6857
H: 3.8630 -24.7938 5.6157
H: 2.1107 -22.5614 2.7856
H: 3.4545 -23.4072 1.9556
H: 3.7868 -21.9220 2.7340
C: 3.7144 -16.5486 -1.9902
C: 2.9517 -15.8513 -3.0269
C: 3.1804 -14.3030 -3.1707
O: 2.1388 -16.4922 -3.7225
H: 3.9456 -17.5433 -2.3714
H: 2.9929 -16.5317 -1.1733
H: 4.6238 -16.0408 -1.6689
H: 3.2008 -13.8555 -2.1770
H: 2.1872 -14.0195 -3.5190
H: 4.0841 -13.8511 -3.5796
C: 5.5718 -8.4847 2.6345
C: 4.2482 -8.7887 2.0553
C: 3.3054 -9.4355 2.9863
O: 3.8214 -8.4836 0.9886
H: 6.2765 -8.0993 1.8977
H: 5.9717 -9.4380 2.9800
H: 5.5627 -7.8438 3.5161
H: 3.5551 -10.4748 3.2001
H: 2.3278 -9.4280 2.5042
H: 3.2265 -8.8248 3.8857
C: 8.8567 -7.4274 11.5962
C: 8.9206 -7.6637 10.1047
C: 9.8035 -8.8173 9.5732
O: 8.0956 -7.0209 9.4349
H: 8.8856 -8.2843 12.2693
H: 8.0374 -6.7413 11.8108
H: 9.7964 -6.9743 11.9122
H: 9.3788 -9.8165 9.6699
H: 10.7687 -8.8158 10.0797
H: 9.9387 -8.7207 8.4960
C: 0.9616 -5.6303 9.8643
C: 1.4776 -4.4651 10.6734
C: 2.6749 -3.6658 10.1932
O: 1.0498 -4.2786 11.7663
H: 0.8039 -5.4570 8.7998
H: 0.0211 -5.8959 10.3470
H: 1.6155 -6.4717 10.0935
H: 3.4937 -3.6927 10.9121
H: 2.2556 -2.6664 10.0774
H: 2.8793 -4.0829 9.2071
C: -6.8631 -11.2347 13.8554
C: -5.3612 -11.3216 14.1593
C: -4.5065 -10.1302 14.5895
O: -4.8216 -12.3481 13.8672
H: -7.1987 -10.2979 13.4106
H: -7.3752 -11.2694 14.8169
H: -7.0489 -11.9955 13.0971
H: -4.0292 -9.6400 13.7410
H: -3.9177 -10.6531 15.3432
H: -5.2009 -9.4417 15.0711
C: 8.8005 -22.4218 13.6848
C: 8.3417 -23.0970 12.4524
C: 6.9980 -22.8277 11.9716
O: 9.0835 -23.6445 11.6947
H: 8.6317 -21.3579 13.5184
H: 9.8140 -22.6646 14.0044
H: 8.1394 -22.6861 14.5101
H: 6.3245 -23.5951 12.3532
H: 6.8812 -23.0826 10.9183
H: 6.5872 -21.8517 12.2301
C: 9.7061 -22.1027 5.7198
C: 10.5676 -23.0615 4.9297
C: 10.0256 -24.4535 4.6962
O: 11.6774 -22.6729 4.5294
H: 8.9700 -22.7467 6.2011
H: 9.2570 -21.3003 5.1346
H: 10.2252 -21.7418 6.6076
H: 9.5092 -24.5971 3.7471
H: 9.3114 -24.6093 5.5047
H: 10.7813 -25.2003 4.9397